A molecular structure, C49H59BBrCaClN6O7 in a non-equilibrium geometry. Source: the OMol25 dataset; level of theory: ωB97M-V/def2-TZVPD.

As for the LUMO energy: -0.54 eV. Its highest occupied orbital energy is -0.258 Eh. The value obtained for the energy above the lowest of the compared OMol25 structures with the same formula, charge and spin is 84.8 kJ/mol. Its total charge is 0.

Structure (XYZ):
```
125
C49H59BBrCaClN6O7 (ωB97M-V/def2-TZVPD)
Ca -5.42539 16.42274 20.53757
Br -4.48524 11.60862 26.43945
C -4.61384 13.11018 25.29703
C -5.44581 14.16065 25.66437
C -5.60032 15.21513 24.80688
C -5.04334 15.26848 23.49687
O -5.30161 16.29599 22.74942
C -4.20916 14.17058 23.13546
C -3.52654 13.95560 21.86550
N -3.62521 14.74040 20.81369
C -2.83939 14.45655 19.65745
C -2.50321 13.20048 19.18710
C -1.70234 12.98809 18.03505
C -1.33671 14.06804 17.26217
C -1.75171 15.33335 17.64890
C -1.45101 16.46941 16.82948
C -1.96932 17.70218 17.07092
C -2.85012 17.75987 18.19226
N -3.11404 16.76606 18.97434
C -2.51788 15.54651 18.79247
C -4.03402 13.09833 24.05347
H -5.90606 14.27869 26.63540
H -6.24225 16.04198 25.02502
H -2.82673 13.08119 21.91654
H -2.77168 12.29324 19.77379
H -1.36915 11.96249 17.77989
H -0.76918 13.96573 16.34112
H -0.88929 16.31534 15.91175
H -1.84112 18.54154 16.39128
H -3.33097 18.69759 18.43691
H -3.32512 12.30717 23.81381
O -3.51481 18.44339 21.62189
H -3.86629 17.92282 22.35241
H -2.70845 17.91730 21.41656
O -5.97806 15.62809 18.09330
H -6.91837 15.28881 18.08674
H -5.45475 14.86746 17.81599
C -9.71400 14.57948 16.86952
O -8.61746 14.60019 17.78373
H -9.30922 14.84116 15.90879
H -10.47495 15.26894 17.17992
H -10.14478 13.58950 16.86968
H -8.86367 14.41224 18.69960
N -8.20344 17.39718 22.44773
C -8.49154 18.61837 21.83152
C -9.31418 18.65159 20.65707
C -9.59449 19.81592 20.01047
C -9.05965 20.97139 20.48155
C -8.32587 20.97083 21.65754
C -8.06054 19.80598 22.33223
H -7.34833 17.35919 22.96591
H -8.21417 16.60054 21.85241
H -9.68369 17.70430 20.23529
H -10.25626 19.88802 19.15399
H -9.21950 21.90677 19.94186
H -7.91969 21.89793 22.00629
H -7.48998 19.85397 23.24728
C -4.13567 20.57637 16.45093
C -5.22641 20.46630 15.36458
C -5.53400 18.92750 15.23041
C -4.67369 21.00150 14.03210
C -6.48748 21.25417 15.82546
O -6.08914 22.52947 16.42817
C -7.42942 21.65486 14.65213
C -8.36265 20.67441 13.95199
C -7.81221 19.93474 12.72262
C -7.83755 18.52772 12.73488
C -7.37617 17.79583 11.68671
C -7.00241 18.45251 10.52765
Cl -6.69360 17.47924 9.15463
C -7.00251 19.84528 10.44863
C -7.30703 20.54548 11.61649
C -7.36685 20.69435 16.89863
N -6.71333 20.15083 18.12205
C -6.74217 18.84954 18.46971
N -6.04526 18.64097 19.59378
C -5.63086 19.93281 19.91023
N -5.97639 20.82137 19.03824
H -3.20448 20.09759 16.09535
H -4.44192 20.12382 17.37962
H -3.83104 21.60033 16.67156
H -4.63711 18.39978 14.96958
H -6.20730 18.71115 14.43264
H -5.87547 18.56556 16.20082
H -3.73275 20.53169 13.81017
H -4.49185 22.07589 14.03153
H -5.32153 20.78172 13.17926
H -5.52921 23.08274 15.86880
H -6.83501 22.24238 13.94618
H -8.05537 22.37046 15.14286
H -9.23183 21.26286 13.63278
H -8.65043 19.96911 14.71824
H -8.08617 17.97662 13.66120
H -7.26759 16.74264 11.80117
H -6.69221 20.35099 9.50055
H -7.25817 21.64040 11.58393
H -7.90404 19.83591 16.46688
H -8.04607 21.47306 17.18371
H -7.21942 18.05193 17.90895
H -5.02572 20.18193 20.77096
C -11.12054 9.46951 23.76201
C -10.76941 9.67335 22.29774
C -10.33644 8.30311 21.71786
C -12.08268 10.10137 21.57483
C -9.68605 10.74702 22.09880
C -8.51582 10.57908 22.80041
C -7.47884 11.49026 22.76116
C -7.72218 12.62212 22.00160
O -6.98263 13.71883 21.77261
B -7.57141 14.59726 20.79933
O -8.83498 13.91789 20.48684
C -8.88164 12.75747 21.22509
C -9.88295 11.82664 21.29174
H -12.06993 8.95569 23.82510
H -11.27077 10.40008 24.31530
H -10.35260 8.90171 24.25781
H -10.96117 7.47642 22.03343
H -9.32548 8.10360 22.09864
H -10.29087 8.21686 20.63747
H -12.79267 9.36008 21.85428
H -11.96308 10.05036 20.46575
H -12.41934 11.10611 21.87617
H -8.33615 9.64881 23.40504
H -6.58959 11.32981 23.32164
H -10.79091 11.98305 20.70283
```


10 unconnected molecules or ions with the total composition C49H59F7O22S in a non-equilibrium geometry. Source: the OMol25 dataset; level of theory: ωB97M-V/def2-TZVPD.

As for the LUMO energy: -0.85 eV. Its highest occupied orbital energy is -0.340 Eh. The SMILES is O=C1C=C(S(=O)(=O)C(F)(F)C(F)(F)C(F)(F)F)C(=O)c2ccccc21.O=C1CCCO1.O=C1CCCO1.O=C1CCCO1.O=C1CCCO1.O=C1CCCO1.O=C1CCCO1.O=C1CCCO1.O=C1CCCO1.O=C1CCCO1. Its total charge is 0.

Structure (XYZ):
```
138
C49H59F7O22S (ωB97M-V/def2-TZVPD)
O 4.32580 0.21806 2.44192
C 3.75903 0.46040 1.40322
C 2.35185 -0.03638 1.09293
C 2.08153 -0.39911 -0.14946
S 0.41882 -0.92593 -0.58312
O 0.06395 -2.13292 0.09213
O 0.38524 -1.04008 -2.01093
C -0.70161 0.47174 -0.08667
F -1.39381 0.06747 0.98881
F 0.01267 1.53756 0.32893
C -1.67971 0.96708 -1.18925
F -1.05786 1.64417 -2.15456
F -2.48531 1.87031 -0.57813
C -2.62493 -0.13524 -1.80269
F -2.27029 -0.38125 -3.05479
F -3.86923 0.35937 -1.86136
F -2.67877 -1.23832 -1.07038
C 3.17373 -0.32821 -1.22152
O 3.29940 -1.15412 -2.09705
C 4.09596 0.85560 -1.03526
C 4.60194 1.51404 -2.12985
C 5.40924 2.61883 -1.90535
C 5.67330 3.01464 -0.62012
C 5.18767 2.34425 0.48516
C 4.38045 1.24661 0.27361
H 1.58555 -0.04800 1.86748
H 4.34689 1.15422 -3.12251
H 5.79329 3.16649 -2.75944
H 6.28266 3.90566 -0.44013
H 5.38783 2.64731 1.50818
O 3.55635 4.78617 -3.32710
C 2.39540 4.83565 -3.04912
C 1.23258 4.89407 -4.01986
C 0.08384 5.33577 -3.12196
C 0.49579 4.76896 -1.77484
O 1.93256 4.80402 -1.77131
H 1.07010 3.89690 -4.43403
H 1.42622 5.60861 -4.81548
H -0.89527 4.98813 -3.45376
H 0.05439 6.42303 -3.07374
H 0.17424 3.73295 -1.64357
H 0.11483 5.36234 -0.94503
O -6.61688 -2.09822 4.17000
C -6.19434 -2.00759 3.05140
C -6.26656 -3.06374 1.97003
C -5.25546 -2.55776 0.95238
C -5.30750 -1.05669 1.16680
O -5.60491 -0.88713 2.56940
H -7.27547 -3.08424 1.56382
H -5.99400 -4.04102 2.36140
H -5.47250 -2.85361 -0.06845
H -4.26132 -2.93327 1.20727
H -6.09716 -0.58214 0.58592
H -4.36146 -0.57121 0.93547
O 5.03790 -3.85500 2.26599
C 4.42745 -4.21653 1.30148
C 4.39387 -5.61692 0.72862
C 3.81073 -5.38485 -0.66046
C 2.94480 -4.15560 -0.44217
O 3.61863 -3.39946 0.58411
H 3.74121 -6.23701 1.34610
H 5.39256 -6.04269 0.68151
H 3.25865 -6.23528 -1.05652
H 4.61529 -5.15241 -1.36053
H 1.94342 -4.40716 -0.08563
H 2.85527 -3.54627 -1.33914
O 6.77760 -8.16657 0.72618
C 7.09577 -8.26507 1.87538
C 6.88861 -7.22635 2.95610
C 7.81879 -7.71859 4.05855
C 7.83018 -9.21960 3.81817
O 7.67165 -9.37561 2.39744
H 5.84233 -7.24264 3.26504
H 7.16381 -6.23736 2.59950
H 7.49874 -7.44542 5.06250
H 8.81941 -7.31129 3.90309
H 7.00149 -9.72724 4.31737
H 8.76418 -9.68248 4.12977
O -8.71918 -6.68634 0.68324
C -9.19926 -6.26211 1.69202
C -9.72176 -7.07321 2.85949
C -10.54226 -6.04371 3.62859
C -9.82395 -4.74712 3.29213
O -9.31052 -4.93576 1.95932
H -8.87431 -7.43794 3.44174
H -10.32910 -7.90443 2.51231
H -10.60320 -6.23537 4.69832
H -11.55986 -6.01744 3.23379
H -8.98447 -4.54877 3.96199
H -10.49344 -3.88954 3.30383
O 7.79959 4.63979 -1.52754
C 8.89619 4.19508 -1.35110
C 9.62104 3.20335 -2.23628
C 10.74768 2.72414 -1.32794
C 10.97642 3.93589 -0.43963
O 9.68752 4.56037 -0.31473
H 9.99819 3.72685 -3.11624
H 8.96053 2.39206 -2.53157
H 11.64212 2.40628 -1.86111
H 10.39989 1.88336 -0.72516
H 11.66788 4.65455 -0.88568
H 11.34238 3.66299 0.54775
O -6.32430 -1.80429 -1.97872
C -7.48103 -1.85237 -1.68219
C -8.65896 -1.86605 -2.63141
C -9.82334 -1.53651 -1.70647
C -9.34660 -2.09688 -0.37562
O -7.91381 -1.94648 -0.39566
H -8.75015 -2.86324 -3.06450
H -8.53423 -1.12269 -3.41395
H -10.77624 -1.95185 -2.02949
H -9.93659 -0.45306 -1.63308
H -9.58351 -3.15657 -0.25974
H -9.75801 -1.55044 0.47097
O -0.78788 8.07793 -3.92802
C -1.94292 8.12578 -3.62055
C -3.12916 8.18453 -4.56009
C -4.25559 8.62268 -3.63060
C -3.80581 8.05283 -2.29535
O -2.36838 8.09063 -2.33435
H -3.30211 7.18881 -4.97200
H -2.95571 8.90014 -5.35889
H -5.24162 8.27657 -3.93546
H -4.28413 9.71240 -3.57776
H -4.12177 7.01611 -2.15778
H -4.15956 8.64234 -1.45240
O 3.55343 4.25991 2.45106
C 2.39609 4.30510 2.74249
C 1.22113 4.36906 1.78591
C 0.08246 4.80098 2.70375
C 0.51308 4.22296 4.04166
O 1.94881 4.26169 4.02465
H 1.05194 3.37792 1.36572
H 1.40095 5.09234 0.99591
H -0.89990 4.45672 2.38226
H 0.05289 5.89069 2.76304
H 0.19481 3.18513 4.16814
H 0.14656 4.80730 4.88306
```


A molecular structure, C49H62BrGeI2InN3OPSe in a non-equilibrium geometry. Source: the OMol25 dataset; level of theory: ωB97M-V/def2-TZVPD.

As for the LUMO energy: -0.13 eV. Its highest occupied orbital energy is -0.219 Eh. The value obtained for the energy above the lowest of the compared OMol25 structures with the same formula, charge and spin is 424.5 kJ/mol. Its total charge is 0.

Structure (XYZ):
```
122
C49H62BrGeI2InN3OPSe (ωB97M-V/def2-TZVPD)
In 0.65863 -1.21400 -0.16392
C -7.02057 0.47176 1.93962
C -6.62295 -0.07748 0.56281
C -7.49720 -1.29111 0.21471
C -6.87983 1.01442 -0.47640
C -5.15851 -0.51092 0.58456
C -4.21581 -0.03014 -0.30298
C -2.91224 -0.49502 -0.22932
Br -1.66731 0.18498 -1.50497
C -2.44482 -1.44812 0.68143
O -1.19339 -1.84798 0.73412
C -3.43433 -1.96925 1.57275
C -4.72658 -1.47753 1.49934
C -3.06905 -3.06523 2.58307
C -2.04492 -2.51961 3.58685
C -2.48034 -4.27767 1.84498
C -4.28241 -3.56027 3.37361
H -8.06413 0.79594 1.93197
H -6.39608 1.32955 2.19896
H -6.90693 -0.28014 2.72152
H -8.55026 -1.00268 0.16359
H -7.39593 -2.07993 0.96139
H -7.20429 -1.70195 -0.75314
H -7.93248 1.30210 -0.45168
H -6.65218 0.66677 -1.48589
H -6.28193 1.90467 -0.26858
H -4.46493 0.69354 -1.06588
H -5.45990 -1.87429 2.18755
H -1.15339 -2.16227 3.07845
H -1.74757 -3.30205 4.29066
H -2.47687 -1.69465 4.15991
H -1.56868 -4.00044 1.32326
H -3.19284 -4.66332 1.11190
H -2.25210 -5.07417 2.55949
H -4.72924 -2.76349 3.97249
H -3.96076 -4.34845 4.05645
H -5.04773 -3.97835 2.71563
I 0.24986 -4.86800 -1.02342
C 1.04981 -5.32118 0.88358
I 1.59630 -3.62085 2.03906
H 1.94491 -5.90753 0.72366
H 0.30510 -5.87225 1.44357
C 0.70001 5.19914 0.06058
N 0.80680 4.06427 1.06153
C 2.28834 3.86267 1.39927
N 3.07420 3.66925 0.23360
C 2.90068 4.76733 -0.70650
N 1.49990 4.93866 -1.09089
C 1.01982 3.80327 -1.90084
P 1.08356 2.15611 -1.01158
C 0.20100 2.82197 0.48535
C 2.82433 2.35703 -0.38052
H 1.04546 6.10783 0.55563
H -0.34777 5.30150 -0.21987
H 0.32494 4.26273 1.94571
H 2.35192 2.98651 2.04285
H 2.60691 4.75848 1.93528
H 3.48813 4.56807 -1.60051
H 3.25152 5.69067 -0.23960
H 1.63017 3.73463 -2.80265
H -0.01035 3.99227 -2.21158
H 0.17198 2.05644 1.26078
H -0.82734 3.04530 0.19438
H 3.50910 2.20702 -1.21746
H 3.03510 1.56877 0.34703
C 2.10845 -1.30742 -1.92457
C 3.45486 -0.99067 -1.39039
C 3.86296 -0.99131 -0.04824
C 5.19980 -0.87874 0.31870
C 6.19061 -0.77786 -0.64090
C 5.82044 -0.78902 -1.98335
C 4.49228 -0.87578 -2.34969
H 3.12413 -1.04471 0.74182
H 5.45353 -0.85982 1.37177
H 7.23193 -0.70594 -0.35430
H 6.58102 -0.72786 -2.75349
H 4.22339 -0.90163 -3.39882
C 1.32587 -2.60893 -8.82476
C 1.39207 -2.00400 -7.44686
C 2.06955 -0.81551 -7.21528
C 2.12883 -0.23623 -5.95139
C 2.89571 1.05102 -5.77932
C 1.47946 -0.87609 -4.88499
Se 1.52939 0.02559 -3.16867
C 0.78925 -2.07258 -5.09309
C 0.09234 -2.80569 -3.98085
C 0.76878 -2.61897 -6.37233
H 1.96424 -2.06787 -9.52242
H 0.30417 -2.58305 -9.20919
H 1.64256 -3.65296 -8.80793
H 2.56535 -0.31650 -8.04184
H 3.39115 1.32448 -6.71087
H 3.65336 0.94990 -5.00087
H 2.23473 1.86970 -5.48765
H -0.13543 -2.14221 -3.14898
H 0.74011 -3.59894 -3.60307
H -0.83177 -3.26207 -4.34174
H 0.23628 -3.55265 -6.53009
Ge 1.17751 0.11545 2.57233
C -0.10502 1.55602 3.15114
C 0.17402 2.87317 3.52903
C -0.84280 3.78373 3.81760
C -2.17246 3.39493 3.73249
C -2.47476 2.09933 3.32677
C -1.45573 1.20636 3.03060
C 2.95208 0.37907 3.45882
C 3.57338 1.58837 3.77275
C 4.86051 1.63410 4.29776
C 5.56689 0.46209 4.51517
C 4.96974 -0.75578 4.21753
C 3.68748 -0.78687 3.69207
H 0.65311 -0.93245 3.60330
H 1.20096 3.18592 3.68280
H -0.58975 4.79184 4.12985
H -2.96103 4.08812 3.99628
H -3.50844 1.78411 3.24686
H -1.71488 0.20273 2.70697
H 3.05477 2.52893 3.62858
H 5.30865 2.59021 4.54038
H 6.57566 0.49781 4.90590
H 5.50498 -1.67895 4.40337
H 3.24119 -1.74727 3.46057
```


| no. | Kohn-Sham gap (eV) |
| --- | --- |
| 1 | 6.5 |
| 2 | 8.4 |
| 3 | 5.8 |